A structure of composition C9H7Cl2NO3TlY, computed with ωB97M-V/def2-TZVPD.

Computed properties:
total charge: +4
HOMO (alpha / beta): -23.59 / -23.55 eV
HOMO-LUMO gap (alpha / beta): 0.208 / 0.239 hartree
ΔE to the lowest compared entry with this formula, charge and spin: 52.0 kcal/mol

CARTESIAN COORDINATES (ANGSTROEM)
Y  -0.5951  -0.1724  -4.0607
Tl  0.3723  0.1011  -1.2824
Cl  -1.2397  -1.8391  -2.3079
Cl  -1.1817  2.0325  -2.9222
C  1.2594  1.7790  -0.5330
C  0.1549  -1.9543  -5.3666
C  0.2485  1.0493  -5.8509
O  1.8081  2.6621  -0.1164
O  0.4618  -2.8732  -5.9834
O  0.6047  1.7065  -6.7228
N  -0.7922  -0.8835  0.4977
C  -0.3476  -0.3991  1.7218
C  -1.3304  0.0824  2.5491
C  -0.9245  0.4736  3.8087
C  0.4185  0.4300  4.1895
C  1.3739  -0.0234  3.2781
C  1.0010  -0.4390  2.0091
H  -1.7673  -0.7998  0.1671
H  -0.3759  -1.7436  0.1088
H  -2.3764  0.0992  2.2358
H  -1.6835  0.8243  4.5250
H  0.7195  0.7484  5.1992
H  2.4356  -0.0624  3.5738
H  1.7560  -0.7987  1.2826

Population analysis type Löwdin, resulting atomic charges in e: 0.878, 0.836, 0.220, 0.127, -0.108, -0.004, -0.007, 0.344, 0.278, 0.278, 0.044, -0.294, 0.071, 0.079, 0.129, 0.071, 0.003, 0.131, 0.087, 0.166, 0.172, 0.182, 0.171, 0.146


A structure of composition C9H7FS, computed with ωB97M-V/def2-TZVPD.

Computed properties:
HOMO (alpha / beta): -7.74 / -7.74 eV
HOMO-LUMO gap (alpha / beta): 0.286 / 0.286 hartree
ΔE to the lowest compared entry with this formula, charge and spin: 16.6 kcal/mol

CARTESIAN COORDINATES (ANGSTROEM)
C  -0.1998  -2.3178  0.7190
C  -0.3940  -0.6752  -0.8720
C  0.4977  -1.4801  -0.0611
C  -1.8425  -1.1138  -0.8032
C  -0.8780  0.5494  -1.1129
C  -2.5748  0.0112  -1.4321
C  -1.6303  1.8259  -0.6257
C  -2.9815  1.1337  -0.4626
C  1.9614  -1.3121  -0.3204
F  -3.3130  0.8907  0.8495
S  -1.9528  -2.0768  0.6397
H  0.1272  -3.0863  1.3986
H  -1.2042  2.4008  0.2076
H  -1.4046  2.4215  -1.5748
H  -3.7759  1.8039  -0.8464
H  2.1835  -1.1221  -1.3510
H  2.3198  -0.4366  0.3718
H  2.5558  -2.2000  -0.0621

Population analysis type Löwdin, resulting atomic charges in e: -0.325, -0.183, -0.339, -0.432, 0.045, -0.008, -0.079, -0.361, -0.046, -0.017, 1.014, 0.071, 0.110, 0.145, 0.136, 0.067, 0.125, 0.078


A structure of composition C9H7N2O5STi, computed with ωB97M-V/def2-TZVPD.

Computed properties:
expectation value of S²: 2.023
total charge: +1
HOMO (alpha / beta): -11.85 / -11.93 eV
HOMO-LUMO gap (alpha / beta): 0.255 / 0.241 hartree
ΔE to the lowest compared entry with this formula, charge and spin: 22.7 kcal/mol
2S+1: 3

CARTESIAN COORDINATES (ANGSTROEM)
O  2.0854  -3.9223  -1.8728
C  1.3302  -3.1642  -1.4253
Ti  -0.2292  -2.0297  -0.6893
O  -1.5358  -4.7221  -1.8345
C  -1.1224  -3.7281  -1.3841
C  2.2791  -0.2488  -1.0523
O  1.9086  0.4220  -0.0773
C  1.2096  -0.8357  -1.9266
O  0.8833  -0.6182  -3.0867
C  0.7002  -2.1085  1.0818
O  1.3335  -2.1601  2.0634
H  3.3288  -0.5189  -1.2763
C  -1.4867  2.6858  -0.6621
N  -1.0208  2.0394  0.5535
C  -0.5090  2.6790  1.6656
C  -0.2063  1.7217  2.5760
N  -0.5514  0.5109  2.0080
C  -1.0848  0.7068  0.7788
S  -1.8555  -0.3753  -0.2897
H  -0.8209  2.4444  -1.5035
H  -2.4982  2.3259  -0.8897
H  -1.4928  3.7694  -0.4831
H  -0.4328  3.7503  1.7207
H  0.1952  1.7729  3.5749
H  -0.4072  -0.3966  2.4305

Population analysis type Löwdin, resulting atomic charges in e: 0.181, -0.138, 0.358, 0.169, -0.045, -0.175, 0.025, -0.343, 0.068, -0.098, 0.149, 0.149, -0.007, -0.111, -0.009, -0.023, 0.094, -0.701, 0.743, 0.109, 0.090, 0.108, 0.137, 0.135, 0.134


A structure of composition C9H7N3O2, computed with ωB97M-V/def2-TZVPD.

Computed properties:
expectation value of S²: 2.039
HOMO (alpha / beta): -5.08 / -8.87 eV
HOMO-LUMO gap (alpha / beta): 0.199 / 0.262 hartree
ΔE to the lowest compared entry with this formula, charge and spin: 82.9 kcal/mol
2S+1: 3

CARTESIAN COORDINATES (ANGSTROEM)
C  3.0350  2.1647  -0.5371
C  2.2611  1.2454  -0.3518
C  -3.3539  -0.3164  -0.5030
C  0.3799  0.3261  1.1729
C  -2.1398  -0.2133  -1.2482
C  -3.2205  -0.2788  0.8828
C  -0.9400  0.0831  0.7867
C  2.3886  -1.2999  0.2631
C  1.1946  0.2846  -0.0093
N  -2.0917  0.0297  1.4634
N  -0.9812  -0.0907  -0.6310
N  0.3005  0.0913  -1.1651
O  3.1209  -1.3843  1.3699
O  2.3059  -2.1603  -0.5560
H  3.8303  2.6736  -1.0319
H  -4.3466  -0.6345  -0.9740
H  0.6749  0.6873  2.1023
H  -2.2397  -0.2941  -2.2858
H  -4.0418  -0.7100  1.6018
H  0.5258  0.3146  -2.1195
H  3.3376  -0.5181  1.7698

Population analysis type Löwdin, resulting atomic charges in e: 0.135, -0.075, -0.065, 0.080, -0.120, -0.247, -0.226, -0.368, -0.288, 0.072, -0.033, 0.124, 0.121, 0.132, 0.034, 0.125, 0.110, 0.078, 0.124, 0.155, 0.134


A structure of composition C9H7N5P, computed with ωB97M-V/def2-TZVPD.

Computed properties:
total charge: +1
HOMO: -12.64 eV
HOMO-LUMO gap: 0.250 hartree

CARTESIAN COORDINATES (ANGSTROEM)
C  -0.7349  -2.4174  0.0212
C  -0.8519  1.3971  0.5464
C  2.4765  1.0257  -0.0691
C  -2.1767  1.5121  0.3764
C  3.1494  -1.0659  0.1517
C  -0.4810  0.0348  0.3759
C  1.9958  -0.3149  0.0831
C  -1.7563  -0.6458  0.1680
C  0.6758  -0.7726  0.1603
N  3.7586  0.9770  -0.3135
N  0.4158  -2.0814  -0.0252
N  -1.8937  -1.9946  0.0173
N  4.1469  -0.2286  -0.1254
N  -2.8075  0.3168  0.1495
P  -4.4900  0.1435  -0.1745
H  -0.2922  2.2317  0.7560
H  1.9251  1.8962  -0.1443
H  -2.7227  2.4244  0.2775
H  3.1592  -2.1759  0.1538
H  5.1472  -0.4730  -0.0839
H  -4.3754  -0.9301  -1.1773
H  -4.2680  1.1409  -1.1241

Population analysis type Löwdin, resulting atomic charges in e: 0.004, -0.004, -0.040, -0.116, -0.008, -0.035, -0.157, -0.185, -0.114, 0.062, 0.249, 0.248, 0.001, -0.337, 0.913, 0.093, 0.094, 0.127, 0.154, 0.195, -0.061, -0.082


The molecule C9H7NO, computed with ωB97M-V/def2-TZVPD.

Computed properties:
structure (SMILES): c1cncc(-c2ccco2)c1
HOMO: -8.99 eV
HOMO-LUMO gap: 0.356 hartree
ΔE to the lowest compared entry with this formula, charge and spin: 75.7 kcal/mol

CARTESIAN COORDINATES (ANGSTROEM)
C  3.1964  0.1490  0.4354
C  3.0110  -0.5064  -0.6802
C  1.0308  -0.0196  -0.0529
C  1.8725  0.4341  0.8577
C  -0.5027  -0.1279  -0.1086
C  -1.2735  1.0687  -0.3667
C  -2.6935  0.9428  -0.4169
C  -3.2632  -0.2557  0.0095
C  -1.1607  -1.2780  0.2796
H  3.9882  0.5163  0.9298
H  3.7789  -1.0493  -1.1718
H  1.6547  1.1986  1.8851
H  -0.6264  1.8537  -0.6198
H  -3.2268  1.6835  -0.7776
H  -4.3159  -0.1967  -0.0994
H  -0.6313  -2.3612  0.6282
N  -2.5310  -1.3734  0.2677
O  1.6924  -0.6785  -0.9990

Population analysis type Löwdin, resulting atomic charges in e: -0.071, -0.124, -0.303, -0.051, -0.129, 0.034, -0.043, -0.133, -0.099, 0.074, 0.119, 0.199, 0.093, 0.044, 0.091, 0.179, 0.047, 0.073


A structure of composition C9H7NO, computed with ωB97M-V/def2-TZVPD.

Computed properties:
HOMO: -8.34 eV
HOMO-LUMO gap: 0.319 hartree
ΔE to the lowest compared entry with this formula, charge and spin: 91.4 kcal/mol

CARTESIAN COORDINATES (ANGSTROEM)
C  2.0911  2.0228  -1.7698
C  1.0742  1.1765  -1.0032
C  -0.1503  1.6080  -0.5423
C  -0.6386  0.4119  0.1587
C  -1.8267  0.2028  0.7774
C  -2.0234  -1.0229  1.3629
C  -1.1192  -1.9943  1.3599
C  0.1080  -1.9183  0.6510
C  0.2428  -0.6079  0.0613
H  3.0020  1.3304  -2.4942
H  -0.6591  2.2997  -0.5349
H  -2.5238  1.0339  0.9531
H  -2.8673  -1.2817  2.0637
H  -1.3324  -2.9691  1.8956
H  0.9078  -2.4411  0.3972
H  2.1944  -0.8595  -0.9754
N  1.3543  -0.1486  -0.6621
O  2.1662  3.1573  -1.6989

Population analysis type Löwdin, resulting atomic charges in e: -0.283, -0.201, 0.119, -0.194, -0.026, -0.141, -0.124, 0.043, -0.216, 0.166, -0.009, 0.129, 0.127, 0.123, 0.051, 0.237, 0.090, 0.108


A structure of composition C9H7O5P, computed with ωB97M-V/def2-TZVPD.

Computed properties:
HOMO: -9.22 eV
HOMO-LUMO gap: 0.314 hartree
ΔE to the lowest compared entry with this formula, charge and spin: 29.3 kcal/mol

CARTESIAN COORDINATES (ANGSTROEM)
O  -2.2104  0.7014  1.7467
O  -3.1011  -1.6164  -0.9457
O  -0.0081  1.1283  1.5269
O  -4.1046  0.4599  -0.2370
O  -2.9005  0.2814  -2.4438
C  -1.1910  0.6408  1.0718
C  -0.1488  -0.1662  -0.9291
C  -1.3088  0.1222  -0.2988
C  3.2780  -0.0214  1.1564
C  3.3269  -0.5993  -0.0544
C  2.1951  0.6640  1.7090
C  2.2185  -0.6635  -0.8229
C  1.0946  0.6112  0.9616
C  1.1178  -0.0440  -0.2987
P  -2.8546  -0.1572  -1.0138
H  -3.9403  0.2962  0.7460
H  -3.8159  0.2098  -2.5425
H  -0.2840  -0.5820  -1.9375
H  4.0351  0.0048  1.9199
H  4.2003  -1.1643  -0.3165
H  2.2289  1.1850  2.7041
H  2.1731  -1.2907  -1.7017

Population analysis type Löwdin, resulting atomic charges in e: 0.095, -0.271, 0.161, -0.123, -0.017, -0.390, 0.033, -0.146, -0.067, -0.091, 0.016, -0.012, -0.218, -0.139, 0.337, 0.108, 0.066, 0.144, 0.111, 0.114, 0.157, 0.133


The molecule C9H8, computed with ωB97M-V/def2-TZVPD.

Computed properties:
HOMO: -8.27 eV
HOMO-LUMO gap: 0.285 hartree
ΔE to the lowest compared entry with this formula, charge and spin: 132.0 kcal/mol

CARTESIAN COORDINATES (ANGSTROEM)
C  0.6342  -1.5236  -0.3586
C  0.6264  1.5297  -0.3500
C  -0.6472  -1.3091  -0.1416
C  -0.6518  1.1565  -0.3585
C  -2.4670  0.0644  0.7400
C  1.7963  -0.7361  -0.0604
C  1.7627  0.7233  0.1122
C  -1.2664  -0.0415  0.2081
C  1.6486  -0.2046  1.3199
H  0.8487  -2.4691  -0.7100
H  0.9016  2.4388  -0.7544
H  -1.2186  -2.0185  -0.6067
H  -1.3962  1.9446  -0.7261
H  -3.0473  1.0533  0.6672
H  -2.9614  -0.7489  1.1398
H  2.8185  -1.2010  -0.2632
H  2.6189  1.3415  0.1421

Population analysis type Löwdin, resulting atomic charges in e: -0.079, -0.061, -0.041, -0.063, 0.062, -0.315, -0.281, -0.327, 0.268, 0.093, 0.080, 0.091, 0.134, 0.102, 0.039, 0.172, 0.126


The molecule C9H8Br2Si, computed with ωB97M-V/def2-TZVPD.

Computed properties:
structure (SMILES): Br[SiH](Br)C#CCc1ccccc1
HOMO: -9.55 eV
HOMO-LUMO gap: 0.333 hartree
ΔE to the lowest compared entry with this formula, charge and spin: 16.8 kcal/mol

CARTESIAN COORDINATES (ANGSTROEM)
C  1.3902  -0.1705  1.4223
C  1.2091  0.7771  2.1854
C  -1.4273  -0.1720  -2.5343
C  -1.8517  -0.7766  -1.3576
C  -0.1006  0.0517  -2.8141
C  -0.9255  -1.2416  -0.4476
C  0.7870  -0.2493  -1.7942
C  0.4399  -0.9374  -0.5889
C  1.5338  -1.1776  0.3140
Si  0.1194  2.0538  3.0108
Br  -2.1251  1.6768  2.8795
Br  0.6944  1.7388  5.6725
H  -2.2191  0.2681  -3.2649
H  -2.8381  -0.9177  -1.2868
H  0.2551  0.6532  -3.6746
H  -1.1875  -1.8988  0.3951
H  1.9011  -0.1293  -1.8274
H  2.5090  -0.8834  -0.0904
H  1.6596  -2.1716  0.7807
H  0.1761  3.5064  3.0206

Population analysis type Löwdin, resulting atomic charges in e: -0.065, -0.190, -0.101, -0.077, -0.092, -0.021, -0.036, -0.260, -0.163, 0.137, 0.235, -0.111, 0.139, 0.063, 0.117, 0.127, 0.120, 0.119, 0.138, -0.078


A structure of composition C9H8BrClO3S, computed with ωB97M-V/def2-TZVPD.

Computed properties:
expectation value of S²: 2.029
HOMO (alpha / beta): -4.98 / -8.89 eV
HOMO-LUMO gap (alpha / beta): 0.166 / 0.187 hartree
2S+1: 3

CARTESIAN COORDINATES (ANGSTROEM)
C  2.1822  2.4701  0.5115
C  2.2764  2.0205  -0.8330
C  1.6772  1.6523  1.4865
C  1.8080  0.7695  -1.1447
C  1.2359  0.3739  1.1705
C  1.3602  -0.0813  -0.1291
C  0.7541  -1.3373  -0.5288
C  -2.9333  -2.3726  0.1227
C  -1.3853  0.4019  -0.6038
O  1.1255  -2.0259  -1.4570
O  -1.7902  -0.6065  1.8898
O  -0.2708  -1.7787  0.3112
S  -1.6572  -0.9368  0.5213
Cl  -1.4113  -0.3055  -2.2838
Br  -3.1152  1.3741  -0.3054
H  2.4180  3.5824  0.6987
H  2.5997  2.6986  -1.5952
H  1.7752  1.9546  2.5975
H  1.8178  0.4373  -2.2148
H  0.8022  -0.1692  1.9711
H  -2.7087  -3.2155  0.7297
H  -4.0071  -2.2450  -0.0838
H  -2.5534  -2.6611  -0.8310

Population analysis type Löwdin, resulting atomic charges in e: -0.104, -0.071, -0.098, -0.044, -0.051, -0.190, -0.609, -0.065, -1.003, 0.054, -0.304, -0.198, 0.696, 0.605, 0.634, 0.127, 0.097, 0.138, 0.137, 0.101, 0.052, 0.076, 0.021


The molecule C9H8BrFN2, computed with ωB97M-V/def2-TZVPD.

Computed properties:
structure (SMILES): C[C@@]1(F)[C@@H]2c3n[nH]cc3C(Br)=C[C@@H]21
HOMO: -7.87 eV
HOMO-LUMO gap: 0.311 hartree
ΔE to the lowest compared entry with this formula, charge and spin: 86.3 kcal/mol

CARTESIAN COORDINATES (ANGSTROEM)
C  -0.2610  1.2946  0.0561
C  1.2362  1.4659  0.3447
C  -0.8419  -0.0489  -0.3652
C  2.2722  -2.0311  -0.3906
C  1.7122  -0.7550  -0.4098
C  2.2899  0.5633  -0.0443
C  0.2378  -0.9733  -0.2981
C  -2.9859  1.3122  0.2575
C  -1.6660  0.6292  0.6303
N  0.0754  -2.3082  -0.3104
N  1.2704  -2.9005  -0.1982
F  -1.6689  0.2055  1.9358
Br  4.1422  0.9672  0.0958
H  -0.6167  2.1208  -0.5806
H  1.4811  2.4042  0.7263
H  -1.3796  -0.0955  -1.3206
H  3.2939  -2.2416  -0.2620
H  -3.0226  2.4126  0.3425
H  -3.1227  0.9026  -0.8270
H  -3.8537  0.9410  0.8733
H  1.4077  -3.8649  -0.2554

Population analysis type Löwdin, resulting atomic charges in e: -0.081, -0.042, -0.175, -0.057, -0.172, -0.623, -0.185, -0.002, -0.368, 0.096, -0.012, 0.033, 0.719, 0.131, 0.064, 0.149, 0.103, 0.084, 0.112, 0.096, 0.131